Run a
C4H7NS2 | ωB97M-V with the def2-TZVPD basis set

Computed properties:
- HOMO-LUMO gap: 8.8 eV
- Total charge: 0
- SMILES: C=C(C)N(S)C=S

```
14
Properties=species:S:1:pos:R:3:nbo_charge:R:1
S 0.851 -1.920 -1.373 -0.035
S -1.503 -0.642 0.275 0.071
N 0.194 0.099 0.152 -0.489
C 0.779 2.475 -0.088 -0.447
C -0.633 1.829 1.830 -0.654
C 0.163 1.426 0.554 0.142
C 1.066 -0.621 -0.524 -0.127
H 1.422 2.424 -1.043 0.222
H -0.134 2.783 2.038 0.226
H 1.986 0.057 -0.457 0.208
H -0.542 1.123 2.793 0.233
H -1.827 1.961 1.690 0.240
H 1.106 3.439 0.607 0.217
H -1.183 -2.143 0.237 0.193
```



Run b
C4H7NS2 | ωB97M-V with the def2-TZVPD basis set

Computed properties:
- HOMO-LUMO gap: 9.0 eV
- Total charge: 0
- SMILES: C=C(C)N(S)C=S

```
14
Properties=species:S:1:pos:R:3:nbo_charge:R:1
S -2.265 -0.651 -0.065 -0.123
S 2.023 -0.949 -0.014 0.212
N 0.413 -0.302 -0.089 -0.578
C -0.061 1.713 1.240 -0.661
C -0.673 -1.124 0.007 -0.050
C 0.306 1.770 -1.256 -0.373
C 0.236 1.133 -0.121 0.159
H -0.811 1.060 1.694 0.238
H 2.272 -0.902 1.296 0.104
H 0.775 1.757 1.947 0.218
H -0.315 -2.137 0.097 0.199
H 0.375 1.354 -2.279 0.219
H -0.444 2.744 1.183 0.230
H 0.282 2.880 -1.259 0.206
```



Short version: run b, run a, most stable first.



Run a
C4H7NS2 | ωB97M-V with the def2-TZVPD basis set

Computed properties:
- HOMO-LUMO gap: 8.9 eV
- Total charge: 0

```
14
Properties=species:S:1:pos:R:3:nbo_charge:R:1
S -0.025 -1.187 -3.937 -0.174
S 0.752 -0.183 -2.346 0.134
N -1.833 -0.036 -1.400 -0.684
C 1.138 0.332 1.112 -0.467
C -0.640 0.146 -1.331 0.154
C 0.071 0.946 0.352 -0.212
C -0.307 0.139 1.567 -0.438
H -0.672 -0.887 1.279 0.246
H -0.748 0.872 2.293 0.234
H 1.844 -0.522 0.984 0.232
H -2.385 -0.340 -2.156 0.379
H 0.294 -2.550 -3.721 0.146
H 1.751 1.051 1.598 0.214
H 0.173 1.952 -0.011 0.236
```



Run b
C4H7NS2 | ωB97M-V with the def2-TZVPD basis set

Computed properties:
- HOMO-LUMO gap: 10.0 eV
- Total charge: 0
- SMILES: SC1(S)CCC=N1

```
14
Properties=species:S:1:pos:R:3:nbo_charge:R:1
S 1.332 -2.141 -0.564 -0.033
S -1.164 -1.361 -1.962 -0.003
N -0.902 -0.882 0.586 -0.446
C -0.052 -0.898 -0.590 -0.115
C 0.110 1.255 0.603 -0.504
C 0.531 0.752 -0.704 -0.408
C -0.768 0.154 1.259 0.146
H -0.379 2.185 0.597 0.228
H -1.406 0.256 2.043 0.189
H 0.772 -3.310 -0.993 0.148
H -0.144 0.969 -1.504 0.227
H 1.512 0.719 -0.903 0.221
H 0.939 1.525 1.300 0.226
H -2.150 -0.538 -1.496 0.124
```



Run c
C4H7NS2 | ωB97M-V with the def2-TZVPD basis set

Computed properties:
- HOMO-LUMO gap: 9.6 eV
- Total charge: 0
- SMILES: CSC(C#N)SC

```
14
Properties=species:S:1:pos:R:3:nbo_charge:R:1
S -0.627 1.723 0.491 0.241
S 2.005 0.113 0.893 0.251
N 0.468 -0.294 -2.480 -0.317
C -1.805 0.502 -0.159 -0.750
C 0.928 -1.342 1.066 -0.749
C 0.721 0.290 -1.532 0.265
C 0.922 1.068 -0.259 -0.590
H 0.025 -1.033 1.669 0.215
H -1.687 0.478 -1.269 0.240
H 1.420 -2.095 1.635 0.239
H 0.554 -1.689 0.129 0.224
H 1.485 1.935 -0.563 0.274
H -2.795 0.850 0.088 0.238
H -1.615 -0.506 0.291 0.218
```



Short version: run c, run b, run a, most stable first.